P) Computed, not measured: an isolated molecule of C4H4N2O, with ωB97M-V/def2-TZVPD.

The geometry in XYZ format:
```
11
Properties=species:S:1:pos:R:3:lowdin_charge:R:1
N -0.41 -0.65 2.83 0.11
C 0.25 -0.18 1.85 -0.24
C 0.36 0.23 0.53 -0.03
N 1.15 0.33 -0.42 0.11
C 0.69 0.29 -1.67 -0.13
C -0.72 0.12 -1.76 -0.25
O -1.39 0.00 -0.71 0.01
H -1.40 -0.85 2.66 0.06
H 1.29 0.21 1.96 0.14
H 1.35 0.41 -2.51 0.09
H -1.18 0.09 -2.76 0.13
```

HOMO, eV: -8.6
Gap between HOMO and LUMO, eV: 8.025

---

Q) Computed, not measured: an isolated molecule of C4H4N2O, with ωB97M-V/def2-TZVPD.

The geometry in XYZ format:
```
11
Properties=species:S:1:pos:R:3:lowdin_charge:R:1
O 1.04 1.84 -1.08 0.05
C -0.10 1.19 -0.82 -0.07
C -0.15 0.08 -0.02 -0.29
C 0.91 -0.62 0.62 -0.13
N 0.43 -1.67 1.20 0.06
C -0.95 -1.65 0.89 -0.21
N -1.38 -0.65 0.17 0.09
H 0.82 2.65 -1.61 0.13
H -1.00 1.57 -1.30 0.13
H 1.95 -0.29 0.67 0.12
H -1.59 -2.45 1.28 0.10
```

HOMO, eV: -9.4
Gap between HOMO and LUMO, eV: 9.112
SMILES: O/C=C1\C=NC=N1

---

R) Computed, not measured: an isolated molecule of C4H4N2O, with ωB97M-V/def2-TZVPD.

The geometry in XYZ format:
```
11
Properties=species:S:1:pos:R:3:lowdin_charge:R:1
N -1.41 0.16 -2.47 0.16
C -0.58 0.45 -1.71 -0.18
C 0.45 0.86 -0.74 -0.20
O -0.07 0.98 0.55 -0.12
C -0.16 -0.18 1.36 -0.17
C 0.02 -1.47 0.67 -0.20
N 0.18 -2.50 0.18 0.18
H 0.82 1.85 -1.03 0.14
H 1.29 0.15 -0.80 0.13
H 0.60 -0.13 2.15 0.13
H -1.14 -0.17 1.84 0.14
```

HOMO, eV: -11.4
Gap between HOMO and LUMO, eV: 11.891
SMILES: N#CCOCC#N

---

It is Q) that is most stable; the runner-up trails by 11.0 kcal/mol.

---

P) Computed, not measured: a structure of composition C6H10O, with ωB97M-V/def2-TZVPD.

The geometry in XYZ format:
```
17
Properties=species:S:1:pos:R:3:lowdin_charge:R:1
C -0.97 0.70 1.14 0.03
C -1.60 0.33 -0.18 -0.20
C -1.07 -1.04 -0.48 -0.11
C 0.27 -1.20 -0.62 -0.12
C 1.24 -0.10 -0.96 -0.15
C 1.61 0.42 0.44 -0.27
O 0.62 -0.08 1.29 -0.22
H -0.62 1.68 1.25 0.08
H -1.48 0.29 1.99 0.11
H -2.69 0.32 -0.10 0.11
H -1.35 1.06 -0.96 0.11
H -1.71 -1.88 -0.28 0.10
H 0.63 -2.21 -0.75 0.11
H 2.10 -0.48 -1.50 0.10
H 0.77 0.67 -1.57 0.11
H 2.57 0.03 0.78 0.12
H 1.67 1.50 0.51 0.10
```

HOMO, eV: -8.5
Gap between HOMO and LUMO, eV: 9.648

---

Q) Computed, not measured: an isolated molecule of C6H10O, with ωB97M-V/def2-TZVPD.

The geometry in XYZ format:
```
17
Properties=species:S:1:pos:R:3:lowdin_charge:R:1
C 0.32 0.84 -2.12 0.05
C -0.69 0.71 -1.21 -0.37
C -2.14 0.80 -1.45 -0.11
C -0.49 -0.27 -0.08 -0.12
C 0.64 -0.84 0.25 -0.06
C 1.22 -1.18 1.67 -0.16
O 1.25 -0.02 2.60 -0.08
H 0.12 0.69 -3.19 0.06
H 1.37 1.13 -1.92 0.07
H -2.62 1.48 -0.71 0.09
H -2.28 1.30 -2.40 0.06
H -2.67 -0.25 -1.33 0.13
H -1.44 -0.20 0.54 0.12
H 1.26 -1.26 -0.54 0.10
H 0.53 -1.85 2.08 0.09
H 2.14 -1.65 1.60 0.08
H 0.45 0.46 2.67 0.05
```

HOMO, eV: -8.2
Gap between HOMO and LUMO, eV: 8.424
SMILES: C=C(C)/C=C/CO

---

R) Computed, not measured: a cluster of 2 separate species, C6H10O in total, with ωB97M-V/def2-TZVPD.

The geometry in XYZ format:
```
17
Properties=species:S:1:pos:R:3:lowdin_charge:R:1
C -1.45 1.70 2.96 0.00
C -1.66 1.05 1.82 -0.21
C -1.02 1.40 0.54 -0.19
C -1.06 0.53 -0.48 -0.01
H -0.75 2.52 3.05 0.06
H -1.96 1.42 3.87 0.05
H -2.34 0.21 1.80 0.10
H -0.41 2.29 0.47 0.10
H -0.67 0.73 -1.47 0.05
H -1.55 -0.42 -0.30 0.06
C 2.32 -1.05 -0.58 0.01
C 1.96 -1.58 -1.73 -0.29
O 0.64 -1.68 -2.10 -0.03
H 3.36 -0.85 -0.36 0.05
H 1.57 -0.74 0.14 0.05
H 2.68 -2.03 -2.41 0.10
H 0.58 -2.00 -3.02 0.11
```

HOMO, eV: -8.7
Gap between HOMO and LUMO, eV: 9.502
SMILES: C=CC=C.C=CO

---

It is R) that is most stable; the runner-up trails by 13.9 kcal/mol.

---

P) Computed, not measured: the ion C3H8NO2 with charge -1, with ωB97M-V/def2-TZVPD.

The geometry in XYZ format:
```
14
Properties=species:S:1:pos:R:3:lowdin_charge:R:1
O 0.99 -1.28 -1.63 -0.34
C 0.00 -0.41 -1.80 -0.59
N -1.08 -0.47 -0.75 -0.08
C -0.79 0.38 0.39 -0.29
C 0.60 0.20 1.01 -0.28
O 0.74 1.08 2.12 -0.09
H 0.30 0.68 -1.78 0.08
H -0.56 -0.51 -2.77 0.06
H -1.02 -1.40 -0.32 0.08
H -1.57 0.27 1.14 0.10
H -0.82 1.43 0.08 0.10
H 1.33 0.32 0.22 0.09
H 0.73 -0.85 1.29 0.11
H 1.17 0.57 2.81 0.06
```

Charge: -1
HOMO, eV: -2.5
Gap between HOMO and LUMO, eV: 6.104
SMILES: [O-]CNCCO

---

Q) Computed, not measured: a structure of composition C3H8NO2, with ωB97M-V/def2-TZVPD.

The geometry in XYZ format:
```
14
Properties=species:S:1:pos:R:3:lowdin_charge:R:1
C 1.24 -1.73 1.03 -0.09
C -1.92 1.80 -0.51 -0.21
C 0.46 -0.82 0.00 -0.49
N -1.25 1.67 0.75 -0.16
O 0.10 1.59 0.65 -0.25
O -0.80 -0.92 -0.30 -0.17
H 2.13 -2.16 0.71 0.03
H 1.10 -1.37 2.02 0.05
H 0.58 -2.54 1.13 0.03
H -2.15 2.95 -0.60 0.09
H -1.34 1.52 -1.36 0.05
H -2.75 1.28 -0.46 -0.01
H 1.22 -0.64 -0.86 0.10
H 0.39 0.45 0.39 0.03
```

Charge: -1
HOMO (spin up / spin down), eV: -3.0 / -2.5
Gap between HOMO and LUMO (spin up / spin down), eV: 7.421 / 6.930

---

R) Computed, not measured: the ion C3H8NO2 with charge -1, with ωB97M-V/def2-TZVPD.

The geometry in XYZ format:
```
14
Properties=species:S:1:pos:R:3:lowdin_charge:R:1
O 0.31 1.43 -1.67 -0.32
C 0.99 0.31 -1.63 -0.59
N 1.21 -0.30 -0.26 -0.09
C -0.02 -0.71 0.37 -0.29
C -0.81 0.44 0.96 -0.26
O -1.83 -0.01 1.89 -0.12
H 0.48 -0.53 -2.18 0.07
H 2.02 0.38 -2.04 0.07
H 1.67 0.41 0.30 0.07
H 0.13 -1.38 1.23 0.10
H -0.62 -1.24 -0.37 0.11
H -1.31 1.05 0.22 0.10
H -0.12 1.04 1.54 0.11
H -2.10 -0.89 1.63 0.05
```

Charge: -1
HOMO, eV: -2.5
Gap between HOMO and LUMO, eV: 6.372
SMILES: [O-]CNCCO

---

It is R) that is most stable; the runner-up trails by 2.5 kcal/mol.